No. 1
The ion C2H3N4 with charge +1 at a distorted geometry. Source: the OMol25 dataset; level of theory: ωB97M-V/def2-TZVPD.

Structure (XYZ):
```
9
Properties=species:S:1:pos:R:3:mulliken_charge:R:1
C 0.665 -0.768 -0.501 0.036
C 0.130 -0.178 0.744 0.133
N 0.214 1.176 0.239 -0.200
N 0.808 0.629 -1.017 -0.057
N -0.359 -0.055 -1.353 -0.018
N -1.011 0.464 0.150 -0.020
H 1.295 -1.681 -0.853 0.391
H 0.004 -0.394 1.826 0.429
H -1.745 0.808 0.764 0.306
```

Computed properties:
Kohn-Sham gap, eV: 8.82
SMILES: [C@@H]12[C@H]3N4N1N2[N@@H+]34
Energy above the lowest of the compared OMol25 structures with the same formula, charge and spin, eV: 5.691
Net charge: +1

No. 2
The ion C5H3N2S with charge +1 at a distorted geometry. Source: the OMol25 dataset; level of theory: ωB97M-V/def2-TZVPD.

Structure (XYZ):
```
11
Properties=species:S:1:pos:R:3:mulliken_charge:R:1
C 0.352 0.958 1.209 -0.536
C 0.292 -0.113 1.969 -0.295
C -0.463 -0.634 -2.421 0.256
C 0.205 0.661 -0.199 0.910
C -0.241 -0.823 -0.188 0.096
N -0.428 -1.329 -1.435 -0.184
N 0.261 1.264 -1.272 -0.502
S -0.386 -1.594 1.232 -0.073
H 0.580 1.907 1.469 0.494
H 0.482 -0.001 3.057 0.421
H -0.656 -0.295 -3.420 0.415
```

Computed properties:
Kohn-Sham gap (alpha / beta), eV: 7.81 / 7.32
Energy above the lowest of the compared OMol25 structures with the same formula, charge and spin, eV: 0.000
Net charge: +1
2S+1: 3

No. 3
A cluster of 7 separate species, C22H60N2O14 in total at a distorted geometry. Source: the OMol25 dataset; level of theory: ωB97M-V/def2-TZVPD.

Structure (XYZ):
```
98
Properties=species:S:1:pos:R:3:mulliken_charge:R:1
C 7.057 -3.217 2.965 -0.745
O 7.370 -1.834 3.309 -0.304
C 8.081 -1.112 2.272 -0.674
C 8.170 0.381 2.682 -0.601
N 6.866 1.025 2.664 -0.423
C 6.805 2.324 3.397 -0.814
C 6.709 2.028 4.927 -0.516
O 5.482 1.413 5.335 -0.270
C 5.451 1.329 6.756 -0.763
H 6.131 -3.310 2.398 0.283
H 7.072 -3.788 3.893 0.226
H 7.839 -3.607 2.312 0.327
H 7.697 -1.203 1.256 0.354
H 9.074 -1.560 2.310 0.457
H 8.811 1.033 2.089 0.483
H 8.689 0.405 3.640 0.247
H 6.375 0.252 3.091 0.310
H 5.850 2.733 3.065 0.313
H 7.563 3.068 3.153 0.400
H 6.687 2.976 5.463 0.495
H 7.645 1.576 5.257 0.364
H 6.392 0.900 7.100 0.314
H 4.600 0.704 7.025 0.236
H 5.293 2.298 7.229 0.303
C -6.739 -4.184 -0.622 -0.767
O -8.144 -4.196 -1.002 -0.307
C -8.938 -4.739 0.025 -0.662
C -10.013 -5.670 -0.504 -0.640
N -11.221 -4.928 -0.814 -0.336
C -12.300 -5.751 -1.256 -0.737
C -13.301 -4.865 -1.900 -0.521
O -12.705 -3.991 -2.838 -0.336
C -13.612 -3.046 -3.440 -0.713
H -6.314 -5.157 -0.377 0.316
H -6.587 -3.499 0.212 0.316
H -6.128 -3.741 -1.409 0.254
H -9.410 -3.882 0.506 0.310
H -8.342 -5.278 0.761 0.447
H -10.241 -6.443 0.230 0.462
H -9.587 -6.142 -1.389 0.353
H -11.064 -4.314 -1.600 0.271
H -12.697 -6.377 -0.457 0.348
H -11.902 -6.478 -1.964 0.379
H -13.690 -4.251 -1.088 0.339
H -14.084 -5.444 -2.390 0.411
H -14.198 -2.574 -2.651 0.323
H -14.318 -3.497 -4.136 0.257
H -12.947 -2.359 -3.963 0.233
O 0.252 0.669 2.942 -0.495
C -0.023 1.259 1.686 -0.421
C 0.700 0.553 0.555 -0.254
O 0.296 1.175 -0.648 -0.500
H 1.130 0.881 3.268 0.303
H -1.084 1.070 1.524 0.260
H 0.185 2.322 1.562 0.285
H 0.432 -0.504 0.573 0.252
H 1.774 0.515 0.734 0.262
H 0.484 0.560 -1.361 0.308
O -0.986 6.582 -3.264 -0.508
C -1.870 7.402 -2.500 -0.321
C -1.983 8.787 -2.915 -0.535
O -2.871 9.104 -3.924 -0.533
H -0.872 5.759 -2.783 0.296
H -2.823 6.943 -2.240 0.343
H -1.400 7.512 -1.522 0.275
H -1.000 9.075 -3.286 0.314
H -2.129 9.409 -2.032 0.350
H -2.544 8.657 -4.708 0.317
O 6.025 4.989 -2.938 -0.494
C 6.793 6.134 -3.087 -0.316
C 6.250 6.859 -4.280 -0.502
O 5.042 7.456 -3.937 -0.517
H 6.306 4.578 -2.117 0.286
H 6.842 6.765 -2.199 0.289
H 7.834 5.853 -3.250 0.317
H 6.061 6.146 -5.082 0.286
H 6.920 7.669 -4.570 0.329
H 4.468 6.697 -3.809 0.322
O 2.209 -0.928 -5.636 -0.497
C 3.470 -0.457 -5.906 -0.290
C 3.507 0.667 -6.954 -0.438
O 2.884 0.131 -8.103 -0.540
H 1.673 -0.869 -6.430 0.301
H 3.977 -0.020 -5.046 0.305
H 4.038 -1.330 -6.229 0.267
H 4.565 0.900 -7.069 0.293
H 2.952 1.534 -6.593 0.283
H 1.991 0.480 -8.156 0.317
O 1.393 -4.642 7.470 -0.526
C 1.977 -4.522 6.155 -0.315
C 0.811 -4.952 5.159 -0.386
O -0.301 -4.049 5.240 -0.511
H 0.556 -4.177 7.540 0.331
H 2.255 -3.486 5.964 0.245
H 2.899 -5.103 6.123 0.301
H 0.528 -5.979 5.389 0.270
H 1.207 -4.926 4.144 0.285
H -0.026 -3.155 5.024 0.307
```

Computed properties:
Kohn-Sham gap, eV: 8.75
SMILES: COCCNCCOC.COCCNCCOC.OCCO.OCCO.OCCO.OCCO.OCCO
Energy above the lowest of the compared OMol25 structures with the same formula, charge and spin, eV: 2.989
Net charge: 0

No. 4
A structure of composition C24H27Cl2GdO2P2 at a distorted geometry. Source: the OMol25 dataset; level of theory: ωB97M-V/def2-TZVPD.

Structure (XYZ):
```
58
Properties=species:S:1:pos:R:3:mulliken_charge:R:1
C -1.093 -3.851 -4.968 -1.111
C -0.475 -2.827 -4.122 0.879
H -2.176 -3.667 -4.987 0.315
H -0.888 -4.845 -4.543 0.368
H -0.665 -3.791 -5.980 0.382
O -1.093 -2.010 -3.402 -0.302
Cl 1.333 -2.856 -4.002 -0.054
Gd 0.474 -1.103 -1.903 0.021
P -0.462 1.357 -2.935 1.447
C -2.074 2.235 -2.963 -1.403
C 0.663 2.800 -2.941 -1.416
H 0.250 -0.016 -4.868 0.306
H 0.116 1.724 -5.239 0.450
H -1.352 0.706 -5.119 0.382
C -0.353 0.886 -4.707 -1.338
H 1.691 2.456 -2.812 0.343
H 0.560 3.318 -3.902 0.504
H -2.112 2.928 -3.822 0.427
H -2.213 2.807 -2.034 0.377
H 0.422 3.485 -2.123 0.388
H -2.907 1.525 -3.038 0.415
C -1.936 -0.564 -1.121 0.456
O -3.039 -0.419 -0.822 -0.187
Cl 2.823 -0.281 -2.003 -0.352
C 3.597 2.518 3.276 -0.467
C 3.884 1.863 2.074 -0.672
C 2.873 1.202 1.377 -0.136
C 1.555 1.165 1.878 0.136
C 1.277 1.842 3.074 -0.164
C 2.292 2.511 3.775 -0.701
P 0.339 0.081 0.999 1.339
C 0.735 -1.554 1.775 0.417
C 0.417 -2.731 1.065 -0.275
C 0.840 -3.964 1.565 -0.861
C 1.501 -4.056 2.793 -0.641
C 1.744 -2.889 3.529 -0.645
C 1.372 -1.645 3.019 -0.144
C -1.203 0.554 1.840 0.253
C -1.908 -0.304 2.696 -0.303
C -3.117 0.112 3.270 -0.737
C -3.625 1.388 2.994 -0.536
C -2.918 2.250 2.142 -0.782
C -1.716 1.836 1.570 -0.319
H 4.393 3.036 3.820 0.392
H 4.901 1.870 1.670 0.416
H 3.091 0.699 0.436 0.047
H 0.263 1.841 3.465 0.368
H 2.049 3.027 4.705 0.430
H -0.204 -2.705 0.152 0.458
H 0.646 -4.858 0.968 0.398
H 1.812 -5.028 3.193 0.404
H 2.226 -2.926 4.504 0.436
H 1.591 -0.736 3.585 0.398
H -1.508 -1.292 2.924 0.409
H -3.655 -0.572 3.934 0.407
H -4.568 1.706 3.447 0.394
H -3.314 3.246 1.923 0.424
H -1.160 2.516 0.921 0.563
```

Computed properties:
Kohn-Sham gap (alpha / beta), eV: 6.83 / 4.48
Net charge: +2
2S+1: 8

No. 5
A structure of composition C23H39F4N2O2SiSm at a distorted geometry. Source: the OMol25 dataset; level of theory: ωB97M-V/def2-TZVPD.

Structure (XYZ):
```
72
Properties=species:S:1:pos:R:3:mulliken_charge:R:1
Sm 0.177 1.186 -0.022 0.553
C 0.887 3.478 2.585 -1.351
N 1.164 2.043 2.446 0.922
C 0.608 1.360 3.617 -1.220
C 2.615 1.803 2.395 -1.232
C 3.261 2.388 1.136 -0.963
N 2.554 1.941 -0.056 -0.032
C 3.078 2.288 -1.232 0.344
C 2.482 1.791 -2.423 -0.020
F 1.375 0.948 -2.255 0.110
C 2.906 2.071 -3.699 -0.302
F 2.256 1.529 -4.743 -0.297
C 4.003 2.888 -3.918 -0.575
C 4.632 3.392 -2.790 -0.009
F 5.699 4.197 -2.953 -0.319
C 4.213 3.112 -1.506 0.676
F 4.922 3.696 -0.501 -0.332
H 1.353 3.891 3.490 0.349
H -0.191 3.625 2.643 0.385
H 1.260 4.021 1.717 0.297
H 1.024 1.763 4.551 0.351
H 0.836 0.295 3.578 0.326
H -0.475 1.487 3.633 0.327
H 2.775 0.717 2.405 0.390
H 3.115 2.234 3.279 0.377
H 4.308 2.056 1.118 0.543
H 3.271 3.484 1.206 0.523
H 4.351 3.119 -4.908 0.519
C -2.345 -3.058 -2.311 -1.916
C -1.338 -1.935 -2.054 2.510
C -1.698 -0.736 -2.943 -1.681
C 0.040 -2.412 -2.519 -2.014
Si -1.213 -1.326 -0.146 -0.465
C -3.063 -1.089 0.597 2.268
C -3.861 -0.224 -0.384 -2.009
C -2.997 -0.287 1.905 -1.573
C -3.845 -2.375 0.869 -1.720
C -0.178 -2.680 0.923 2.514
C 1.319 -2.483 0.647 -1.709
C -0.379 -2.398 2.414 -2.062
C -0.529 -4.147 0.675 -1.832
H -2.261 -3.414 -3.338 0.526
H -3.365 -2.711 -2.166 0.302
H -2.170 -3.899 -1.647 0.299
H -1.547 -0.997 -3.990 0.518
H -1.072 0.137 -2.720 0.241
H -2.737 -0.446 -2.829 0.280
H 0.020 -2.633 -3.586 0.615
H 0.337 -3.321 -2.005 0.317
H 0.795 -1.643 -2.350 0.243
H -3.301 0.674 -0.657 0.248
H -4.802 0.094 0.066 0.598
H -4.105 -0.775 -1.286 0.319
H -2.422 0.637 1.775 0.151
H -2.556 -0.863 2.713 0.291
H -4.007 -0.012 2.213 0.571
H -3.951 -2.972 -0.030 0.288
H -4.845 -2.137 1.234 0.515
H -3.351 -2.980 1.624 0.277
H 1.624 -1.439 0.816 0.192
H 1.577 -2.746 -0.373 0.273
H 1.908 -3.119 1.308 0.551
H -0.254 -1.334 2.624 0.123
H 0.352 -2.952 3.005 0.641
H -1.366 -2.706 2.742 0.310
H -0.258 -4.456 -0.330 0.310
H -1.592 -4.321 0.812 0.316
H 0.014 -4.786 1.374 0.534
O -1.388 2.796 0.725 -0.495
C -1.265 3.378 -0.371 0.115
O -0.558 2.957 -1.303 -0.471
H -1.823 4.330 -0.517 0.349
```

Computed properties:
Kohn-Sham gap (alpha / beta), eV: 6.94 / 7.71
Energy above the lowest of the compared OMol25 structures with the same formula, charge and spin, eV: 0.000
Net charge: 0
2S+1: 6

No. 6
An isolated molecule of C15H18N4O4S at a distorted geometry. Source: the OMol25 dataset; level of theory: ωB97M-V/def2-TZVPD.

Structure (XYZ):
```
42
Properties=species:S:1:pos:R:3:mulliken_charge:R:1
C 0.623 -2.382 2.951 -0.912
N -0.572 -2.333 3.747 0.896
N -0.740 -3.235 4.702 -1.150
C -1.858 -2.923 5.331 -0.326
C -2.424 -1.767 4.788 -0.811
C -1.572 -1.408 3.755 0.185
C -1.707 -0.241 2.864 0.738
O -2.137 0.821 3.256 -0.638
N -1.319 -0.490 1.568 -0.133
C -1.319 0.380 0.480 0.533
C -1.695 1.721 0.570 -0.510
C -1.678 2.524 -0.556 -0.773
C -1.273 2.020 -1.783 -0.563
C -0.883 0.697 -1.857 0.059
S -0.301 0.013 -3.414 1.217
O -0.911 0.742 -4.484 -0.730
O -0.449 -1.411 -3.344 -0.716
N 1.330 0.310 -3.505 0.053
C 1.783 1.653 -3.776 -0.708
C 2.189 2.371 -2.484 -0.280
O 3.123 1.607 -1.749 -0.437
C 2.601 0.342 -1.408 -0.280
C 2.221 -0.452 -2.663 -0.746
C -0.906 -0.126 -0.753 -0.689
H 0.977 -1.376 2.725 0.390
H 1.378 -2.911 3.531 0.305
H 0.463 -2.935 2.021 0.317
H -2.207 -3.524 6.145 0.486
H -3.320 -1.262 5.082 0.428
H -1.090 -1.445 1.332 0.242
H -2.012 2.117 1.520 0.545
H -1.987 3.555 -0.474 0.421
H -1.272 2.622 -2.677 0.547
H 0.974 2.173 -4.287 0.372
H 2.650 1.591 -4.444 0.326
H 2.687 3.316 -2.707 0.369
H 1.301 2.564 -1.863 0.185
H 3.390 -0.168 -0.852 0.369
H 1.719 0.467 -0.760 0.216
H 1.716 -1.384 -2.416 0.386
H 3.128 -0.673 -3.238 0.351
H -0.620 -1.161 -0.874 0.469
```

Computed properties:
Kohn-Sham gap, eV: 9.41
SMILES: Cn1nccc1C(=O)Nc1cccc(S(=O)(=O)N2CCOCC2)c1
Energy above the lowest of the compared OMol25 structures with the same formula, charge and spin, eV: 1.514
Net charge: 0

The highest net charge belongs to which entry?
C24H27Cl2GdO2P2

What is the net charge in the fifth record?
0